Entry from the Open Molecules 2025 dataset: a structure of composition C24H46BINO5Si3 (wB97M-V/def2-TZVPD).

Each line ends with the Löwdin charge.
Element x y z (Å)
H -2.133888 -3.151510 -0.128448  0.12
Si -0.557932 2.561042 -3.391524  0.21
H 0.537018 -3.807632 -0.008286  0.10
C 1.003591 -1.595589 -0.274130  -0.37
H 1.672338 1.143759 2.577404  0.12
H 1.790703 2.362144 -2.604198  -0.02
Si -1.391783 4.781976 -5.206952  0.19
H 3.007758 0.442854 4.166300  0.06
H -4.074840 1.222287 2.030538  0.03
H -1.888651 4.443736 -7.633908  0.01
H 3.436339 -6.186704 1.507488  0.08
C 0.322254 5.505431 -5.520419  -0.21
C -2.267408 5.842897 -3.914156  -0.21
C 2.116173 -5.315224 3.119483  -0.22
H 0.824292 -2.287179 5.368035  0.10
H -4.634360 0.646582 0.369757  0.04
H -1.272736 -3.078494 1.469769  0.11
B 3.542161 -0.948729 2.437438  -0.43
H 0.889877 5.620357 -4.595152  0.00
H -5.465560 -1.915568 1.442434  0.04
H -4.230566 -3.278195 1.066266  0.03
H -0.292599 0.198345 -4.160015  0.02
C 1.870180 -3.999166 2.473429  0.02
C -0.742317 0.679594 -3.288127  -0.20
H 1.708193 -6.685371 1.491728  0.08
H -2.924172 1.347116 0.559987  0.04
I 4.548279 2.522420 1.361428  0.80
C 2.073722 -0.848859 1.705894  -0.33
C 3.899285 -0.122556 3.786196  -0.04
H -1.040341 4.307456 -1.656691  0.00
C 1.045055 -1.445716 2.743245  -0.07
H 2.091182 -6.556246 5.007680  0.10
N -1.353763 3.125790 -4.796280  -0.25
O -1.673759 -1.219679 0.588261  -0.24
C 2.754664 1.475122 0.610959  -0.72
H -2.445484 6.851401 -4.308848  0.01
H -3.232502 5.409623 -3.644744  0.02
H -2.385611 -0.181669 3.740942  0.04
H -0.242174 0.297460 -2.388019  -0.02
C -3.749695 0.766546 1.058178  -0.16
C 1.186288 -3.128663 4.719585  -0.04
C -1.328723 -2.602523 0.445097  -0.26
C -4.529434 -2.201307 0.899516  -0.19
O 2.198488 -1.579933 0.467807  0.01
Si -3.128584 -1.008349 1.464757  0.47
C -2.857836 -1.124838 3.345382  -0.19
O 2.592004 1.570793 -0.552484  0.03
H 2.057872 -3.883334 1.384221  0.10
H -2.381692 3.150956 -1.792141  0.02
C 2.589171 -6.482839 2.174927  -0.08
H 1.075159 -0.764941 3.647603  0.12
H 0.725108 0.781556 1.100926  0.14
H -2.400899 6.055451 -7.101245  0.00
H -0.219719 -2.972777 -1.402638  0.13
H 4.740028 0.598611 3.628935  0.01
H 1.503871 3.976095 -3.241637  0.00
H -1.798273 0.398484 -3.231979  0.01
H 5.115429 -1.189282 1.312817  0.11
H 0.890508 4.872703 -6.205665  0.02
H -2.272216 -2.026107 3.671690  0.03
H -3.390018 4.638703 -6.703515  0.01
H 1.227155 -4.555269 6.454502  0.10
O 0.657820 -0.682166 -0.970422  0.13
H 0.237307 6.501431 -5.973145  0.01
H -1.668512 5.953985 -3.008387  0.00
C -1.294398 3.254860 -1.795736  -0.20
O 4.578159 -1.764062 1.896822  0.09
H -3.884619 -1.188926 3.816369  0.04
C 0.033380 -2.853237 -0.307725  -0.03
H -4.601373 -2.066386 -0.217785  0.05
H 4.216182 -0.860772 4.571812  0.08
C 1.426673 -4.415408 5.358846  -0.08
C 1.390207 -2.872794 3.269092  -0.16
C 1.912755 -5.549622 4.550154  -0.05
H -0.898077 2.709668 -0.927635  0.00
C 1.764525 0.701861 1.543993  -0.08
H 1.739097 2.611357 -4.353462  0.02
H -0.031858 -1.402377 2.394439  0.11
C -2.363797 4.995784 -6.819316  -0.22
C 1.293008 2.916936 -3.404278  -0.19
H 2.766904 -7.443152 2.726927  0.07

Atoms 1-3, force components in eV/Å:
0.8 0.5 0.5
-1.2 0.2 -2.2
-0.6 0.9 0.1

Results
LUMO	1.79	eV
HOMO-LUMO gap	4.770	eV
total charge	-1
F_max	2.8	eV/A